9 unconnected molecules or ions with the total composition C45H42F9N9O4S at a distorted geometry. Source: the OMol25 dataset; level of theory: ωB97M-V/def2-TZVPD.

- electronic energy (eV) = -104237.503
- orbital gap (eV) = 9.741
- spin multiplicity = 1
- lowest unoccupied orbital energy (eV) = 0.425
- highest occupied orbital energy (hartree) = -0.3424

XYZ file:
```
110
C45H42F9N9O4S ωB97M-V/def2-TZVPD
N -6.460 -1.733 0.208
C -6.741 -2.268 1.453
O -7.699 -2.846 1.849
O -5.692 -1.921 2.365
S -4.742 -2.945 3.094
O -5.456 -3.789 3.978
O -3.608 -2.183 3.466
C -4.203 -4.011 1.682
F -5.204 -4.836 1.333
F -3.952 -3.214 0.641
C -2.900 -4.827 2.026
F -1.900 -4.233 1.381
F -2.632 -4.801 3.334
C -2.923 -6.310 1.554
F -1.695 -6.784 1.786
F -3.128 -6.316 0.230
C -3.962 -7.264 2.257
F -3.344 -8.333 2.744
F -4.570 -6.638 3.261
F -4.877 -7.668 1.386
H -7.341 -1.564 -0.270
H -5.891 -2.350 -0.365
C -1.671 -7.867 -2.233
C -1.186 -9.018 -2.832
C -0.791 -8.956 -4.160
N -0.853 -7.848 -4.895
C -1.320 -6.749 -4.307
C -1.739 -6.705 -2.985
H -1.985 -7.874 -1.199
H -1.115 -9.948 -2.284
H -0.406 -9.837 -4.661
H -1.360 -5.859 -4.925
H -2.106 -5.781 -2.558
C -1.597 0.575 -1.966
C -2.856 0.356 -2.507
C -3.813 -0.264 -1.719
N -3.595 -0.662 -0.467
C -2.384 -0.441 0.040
C -1.357 0.169 -0.664
H -0.810 1.056 -2.533
H -3.092 0.656 -3.520
H -4.810 -0.447 -2.112
H -2.221 -0.782 1.057
H -0.391 0.319 -0.203
C 2.068 5.297 -1.441
C 2.812 4.157 -1.184
C 2.195 2.926 -1.342
N 0.927 2.777 -1.722
C 0.225 3.882 -1.961
C 0.746 5.161 -1.838
H 2.512 6.280 -1.335
H 3.844 4.203 -0.869
H 2.750 2.015 -1.151
H -0.807 3.734 -2.264
H 0.129 6.024 -2.048
C -11.277 -3.359 2.361
C -10.427 -4.425 2.609
C -10.991 -5.670 2.852
N -12.302 -5.901 2.862
C -13.104 -4.866 2.622
C -12.645 -3.582 2.367
H -10.877 -2.372 2.169
H -9.356 -4.294 2.618
H -10.357 -6.528 3.048
H -14.168 -5.076 2.637
H -13.346 -2.780 2.179
C 2.626 -3.221 2.309
C 1.486 -3.063 3.082
C 0.405 -2.391 2.532
N 0.401 -1.885 1.301
C 1.501 -2.042 0.570
C 2.635 -2.701 1.025
H 3.491 -3.741 2.701
H 1.431 -3.452 4.090
H -0.508 -2.250 3.103
H 1.471 -1.622 -0.431
H 3.500 -2.802 0.384
C 8.085 1.317 -0.632
C 7.910 2.691 -0.592
C 6.616 3.192 -0.551
N 5.531 2.422 -0.549
C 5.712 1.104 -0.587
C 6.962 0.504 -0.629
H 9.077 0.886 -0.665
H 8.756 3.365 -0.592
H 6.440 4.263 -0.511
H 4.813 0.496 -0.585
H 7.049 -0.573 -0.659
C 6.137 8.646 2.367
C 7.243 8.178 1.676
C 7.062 7.161 0.751
N 5.881 6.607 0.486
C 4.826 7.064 1.158
C 4.901 8.077 2.103
H 6.236 9.438 3.097
H 8.228 8.592 1.848
H 7.904 6.771 0.188
H 3.876 6.593 0.930
H 4.009 8.408 2.618
C 7.432 9.451 -1.970
C 8.799 9.312 -1.795
C 9.648 9.877 -2.736
N 9.221 10.547 -3.803
C 7.905 10.673 -3.959
C 6.973 10.148 -3.076
H 6.737 9.025 -1.257
H 9.206 8.778 -0.947
H 10.724 9.790 -2.630
H 7.582 11.222 -4.837
H 5.915 10.282 -3.255
```

Here are the Mulliken charges for atoms 1 to 99, given in e:
1. N -0.266
2. C 0.318
3. O -0.507
4. O -0.230
5. S 1.231
6. O -0.578
7. O -0.579
8. C 0.383
9. F -0.288
10. F -0.149
11. C 0.625
12. F -0.259
13. F -0.307
14. C 0.674
15. F -0.312
16. F -0.282
17. C 0.743
18. F -0.256
19. F -0.231
20. F -0.243
21. H 0.309
22. H 0.207
23. C 0.138
24. C -0.588
25. C -0.196
26. N -0.564
27. C -0.367
28. C -0.348
29. H 0.421
30. H 0.362
31. H 0.351
32. H 0.349
33. H 0.409
34. C -0.186
35. C -0.971
36. C 0.036
37. N -0.228
38. C -0.281
39. C -0.687
40. H 0.574
41. H 0.364
42. H 0.329
43. H 0.424
44. H 0.611
45. C -0.281
46. C -0.188
47. C -0.307
48. N -0.197
49. C -0.139
50. C -0.675
51. H 0.412
52. H 0.315
53. H 0.341
54. H 0.350
55. H 0.386
56. C -0.269
57. C -0.130
58. C -0.363
59. N -0.547
60. C -0.195
61. C -0.382
62. H 0.382
63. H 0.480
64. H 0.360
65. H 0.345
66. H 0.350
67. C -0.232
68. C -0.747
69. C -0.225
70. N -0.036
71. C -0.280
72. C -0.620
73. H 0.384
74. H 0.411
75. H 0.492
76. H 0.460
77. H 0.406
78. C -0.284
79. C -0.558
80. C 0.080
81. N -0.178
82. C -0.133
83. C -0.567
84. H 0.380
85. H 0.358
86. H 0.183
87. H 0.348
88. H 0.361
89. C -0.207
90. C -0.443
91. C -0.412
92. N -0.203
93. C -0.056
94. C -0.651
95. H 0.403
96. H 0.364
97. H 0.491
98. H 0.332
99. H 0.382

***

16 unconnected molecules or ions with the total composition C60H167N15O16 at a distorted geometry. Source: the OMol25 dataset; level of theory: ωB97M-V/def2-TZVPD.

- electronic energy (eV) = -120027.679
- orbital gap (eV) = 8.383
- spin multiplicity = 1
- relative energy (zero: lowest compared OMol25 entry of this formula, charge and spin) (kcal/mol) = 0.00
- lowest unoccupied orbital energy (eV) = 0.280
- highest occupied orbital energy (hartree) = -0.2978

XYZ file:
```
258
C60H167N15O16 ωB97M-V/def2-TZVPD
C -14.448 -1.430 12.011
C -15.920 -1.646 11.857
C -16.686 -1.820 13.243
O -16.328 -3.156 13.669
C -17.036 -3.583 14.782
N -16.339 -0.335 11.270
H -13.915 -2.352 12.244
H -14.233 -0.688 12.780
H -13.946 -1.197 11.072
H -16.087 -2.447 11.138
H -17.763 -1.780 13.085
H -16.385 -1.063 13.968
H -16.634 -4.527 15.151
H -18.101 -3.666 14.567
H -16.942 -2.788 15.521
H -17.325 -0.142 11.167
H -15.930 0.477 11.711
C -18.445 -1.205 8.054
C -18.655 -2.536 8.846
C -17.448 -3.568 8.794
O -17.355 -4.184 7.479
C -18.402 -5.024 7.169
N -18.833 -2.118 10.219
H -19.201 -0.440 8.230
H -18.426 -1.413 6.984
H -17.516 -0.736 8.378
H -19.575 -2.987 8.473
H -17.464 -4.409 9.488
H -16.512 -3.015 8.866
H -18.289 -5.494 6.192
H -19.394 -4.576 7.097
H -18.634 -5.790 7.909
H -19.127 -2.911 10.771
H -17.885 -1.896 10.488
C -20.079 -9.990 9.968
C -19.520 -8.546 10.290
C -18.486 -8.606 11.379
O -18.196 -7.234 11.628
C -17.083 -6.943 12.435
N -18.925 -8.049 9.031
H -20.486 -10.499 10.842
H -19.363 -10.709 9.570
H -20.871 -9.928 9.222
H -20.364 -7.979 10.682
H -17.599 -9.094 10.975
H -18.729 -9.165 12.283
H -17.164 -7.626 13.281
H -17.047 -5.984 12.951
H -16.090 -7.070 12.003
H -18.348 -8.801 8.681
H -18.315 -7.299 9.323
C -24.514 0.566 8.825
C -24.749 -0.983 9.139
C -24.232 -1.953 7.990
O -22.831 -1.739 7.840
C -22.240 -2.474 6.715
N -24.192 -1.289 10.466
H -24.677 0.781 7.769
H -23.480 0.847 9.024
H -25.186 1.253 9.340
H -25.813 -1.212 9.203
H -24.752 -1.825 7.041
H -24.556 -2.967 8.228
H -22.415 -3.542 6.583
H -21.161 -2.338 6.787
H -22.558 -1.921 5.831
H -23.194 -1.217 10.335
H -24.396 -2.248 10.709
C -24.154 0.399 14.712
C -23.565 1.087 13.484
C -22.273 0.353 12.921
O -21.309 0.562 13.923
C -20.394 -0.517 14.099
N -24.500 1.172 12.384
H -23.427 0.101 15.468
H -24.764 -0.470 14.466
H -24.844 1.143 15.111
H -23.339 2.143 13.631
H -21.932 0.773 11.975
H -22.450 -0.704 12.724
H -19.672 -0.244 14.869
H -19.925 -0.796 13.155
H -20.889 -1.363 14.576
H -24.340 0.311 11.880
H -24.240 1.938 11.779
C -20.703 -9.427 18.313
C -22.136 -9.653 17.907
C -22.745 -10.951 18.486
O -22.777 -10.946 19.911
C -22.715 -12.250 20.496
N -22.879 -8.467 18.411
H -20.117 -10.063 17.649
H -20.550 -9.581 19.381
H -20.327 -8.433 18.074
H -22.147 -9.662 16.817
H -22.112 -11.775 18.154
H -23.767 -11.068 18.125
H -23.021 -12.150 21.537
H -21.753 -12.742 20.640
H -23.460 -12.943 20.107
H -23.478 -8.791 19.157
H -22.213 -7.906 18.924
C -26.668 -9.263 17.210
C -25.701 -9.447 15.972
C -26.452 -9.696 14.597
O -27.513 -10.686 14.766
C -28.022 -11.049 13.490
N -24.842 -8.267 15.950
H -27.345 -10.029 17.587
H -27.281 -8.388 16.996
H -26.089 -8.893 18.057
H -25.046 -10.284 16.214
H -25.793 -10.017 13.790
H -26.893 -8.766 14.239
H -28.369 -10.193 12.911
H -28.834 -11.769 13.591
H -27.267 -11.552 12.885
H -24.281 -8.351 16.786
H -24.150 -8.301 15.216
C -22.550 -5.115 20.355
C -22.371 -4.969 21.866
C -23.745 -5.149 22.595
O -23.555 -4.968 23.979
C -24.779 -4.992 24.733
N -21.348 -5.889 22.274
H -23.330 -4.454 19.974
H -22.977 -6.103 20.182
H -21.615 -5.047 19.800
H -22.120 -3.927 22.068
H -24.099 -6.163 22.404
H -24.445 -4.425 22.180
H -25.470 -4.238 24.354
H -24.545 -4.485 25.669
H -25.116 -6.002 24.964
H -21.598 -6.817 21.962
H -21.364 -5.982 23.279
C -29.051 -1.247 12.708
C -27.596 -1.020 13.093
C -26.686 -2.280 13.090
O -26.510 -2.876 11.821
C -25.551 -3.919 11.796
N -27.062 -0.001 12.233
H -29.612 -1.750 13.497
H -29.199 -1.838 11.804
H -29.486 -0.284 12.440
H -27.526 -0.637 14.111
H -27.213 -2.964 13.756
H -25.749 -1.984 13.562
H -25.617 -4.401 10.820
H -25.811 -4.640 12.571
H -24.655 -3.371 12.085
H -26.308 0.450 12.732
H -26.540 -0.643 11.654
C -18.996 -3.403 18.309
C -19.540 -2.145 19.066
C -20.385 -1.307 18.069
O -20.868 -0.151 18.842
C -21.405 0.818 18.047
N -20.257 -2.683 20.137
H -18.502 -3.155 17.370
H -19.842 -4.010 17.986
H -18.389 -4.068 18.924
H -18.710 -1.541 19.433
H -21.211 -1.851 17.612
H -19.731 -0.889 17.303
H -20.692 1.397 17.460
H -21.800 1.534 18.768
H -22.185 0.456 17.378
H -21.120 -3.020 19.735
H -20.525 -1.959 20.787
C -24.134 -3.463 16.011
C -24.886 -3.470 17.358
C -26.012 -2.489 17.655
O -25.490 -1.219 17.471
C -26.276 -0.111 17.895
N -25.473 -4.837 17.429
H -24.813 -3.680 15.186
H -23.259 -4.113 15.995
H -23.772 -2.466 15.760
H -24.156 -3.361 18.160
H -26.299 -2.640 18.695
H -26.847 -2.653 16.974
H -25.623 0.747 17.731
H -26.546 -0.151 18.950
H -27.094 -0.071 17.175
H -24.729 -5.509 17.305
H -25.816 -4.922 18.375
C -21.503 -3.733 12.489
C -20.311 -4.595 12.811
C -20.511 -5.527 13.908
O -20.735 -5.044 15.219
C -20.997 -6.034 16.243
N -19.872 -5.098 11.539
H -22.335 -4.336 12.126
H -21.349 -2.886 11.820
H -21.763 -3.253 13.433
H -19.516 -3.965 13.209
H -19.714 -6.269 13.967
H -21.360 -6.184 13.717
H -21.405 -5.615 17.163
H -20.062 -6.536 16.491
H -21.709 -6.772 15.873
H -20.757 -5.488 11.247
H -19.275 -5.897 11.699
C -23.115 -11.661 14.409
C -22.235 -10.902 13.395
C -21.757 -9.526 13.903
O -22.889 -8.698 14.155
C -23.542 -8.222 12.983
N -21.134 -11.832 13.237
H -22.882 -11.297 15.410
H -22.999 -12.744 14.441
H -24.163 -11.505 14.152
H -22.660 -10.666 12.420
H -21.035 -9.144 13.181
H -21.215 -9.703 14.832
H -24.024 -7.260 13.158
H -24.291 -8.834 12.480
H -22.785 -7.984 12.236
H -21.614 -12.691 13.011
H -20.654 -12.079 14.090
C -17.348 -11.450 13.523
C -17.535 -11.518 15.037
C -17.839 -10.089 15.537
O -16.718 -9.183 15.589
C -16.897 -7.921 16.267
N -18.612 -12.466 15.320
H -18.378 -11.352 13.181
H -16.948 -12.427 13.249
H -16.768 -10.627 13.107
H -16.580 -11.836 15.455
H -18.192 -10.140 16.567
H -18.645 -9.543 15.046
H -17.744 -7.319 15.936
H -16.005 -7.297 16.213
H -17.012 -8.128 17.331
H -18.402 -13.402 15.002
H -18.674 -12.527 16.326
C -22.392 -5.523 9.077
C -22.696 -6.785 8.265
C -23.876 -6.608 7.291
O -25.107 -6.408 7.995
C -26.232 -6.175 7.146
N -21.494 -7.110 7.508
H -22.340 -4.588 8.518
H -21.519 -5.528 9.728
H -23.230 -5.317 9.743
H -22.876 -7.675 8.869
H -24.023 -7.483 6.658
H -23.666 -5.758 6.643
H -26.422 -7.096 6.594
H -26.118 -5.572 6.246
H -27.132 -5.940 7.714
H -21.661 -7.869 6.864
H -20.756 -7.414 8.127
O -21.393 -1.025 9.998
H -21.545 -1.500 9.181
H -20.455 -1.123 10.162
```

Here are the Mulliken charges for atoms 1 to 99, given in e:
1. C -1.939
2. C 0.858
3. C 0.922
4. O -0.407
5. C -1.005
6. N -0.530
7. H 0.320
8. H 0.381
9. H 0.508
10. H -0.178
11. H -0.819
12. H 0.415
13. H 0.187
14. H 0.336
15. H 0.585
16. H 0.116
17. H 0.304
18. C -1.802
19. C 1.706
20. C -0.489
21. O -0.514
22. C -0.251
23. N 1.088
24. H 0.215
25. H 0.416
26. H 0.461
27. H -0.465
28. H 0.333
29. H 0.141
30. H 0.443
31. H 0.192
32. H -0.042
33. H -0.660
34. H -0.754
35. C -1.560
36. C 1.596
37. C 0.164
38. O -0.808
39. C -0.610
40. N -0.540
41. H 0.102
42. H 0.475
43. H 0.411
44. H -0.901
45. H 0.434
46. H -0.652
47. H 0.030
48. H -0.030
49. H 0.432
50. H 0.359
51. H 0.104
52. C -1.598
53. C 0.125
54. C -0.440
55. O -0.390
56. C -0.751
57. N 1.541
58. H 0.513
59. H 0.223
60. H 0.320
61. H 0.549
62. H 0.599
63. H 0.025
64. H 0.108
65. H 0.116
66. H 0.479
67. H -0.357
68. H -0.868
69. C 0.156
70. C 0.086
71. C -0.078
72. O -0.523
73. C 0.017
74. N -0.448
75. H -0.585
76. H -0.663
77. H 0.468
78. H 0.671
79. H 0.503
80. H -0.333
81. H 0.311
82. H 0.160
83. H -0.160
84. H -0.094
85. H 0.360
86. C -1.927
87. C 3.491
88. C -1.200
89. O -0.370
90. C -0.834
91. N -0.266
92. H 0.296
93. H 0.392
94. H 0.513
95. H -2.414
96. H 0.694
97. H 0.479
98. H 0.296
99. H 0.308